# 1
DFT (ωB97M-V/def2-TZVPD) results for a 2-piece molecular cluster, C2H9NO2 overall at a distorted geometry.

Calculated values
DFT total energy in eV: -7794.323
E_HOMO (alpha / beta) in hartree: -0.4998 / -0.4998
Net charge: +1
Kohn-Sham gap (alpha / beta) in eV: 9.619 / 4.187
Multiplicity: 2
Energy relative to the best compared isomer or geometry (same formula, charge and spin) in kJ/mol: 231.6
Lowest unoccupied orbital energy (alpha / beta) in eV: -4.0 / -9.4

Each line ends with the Mulliken spin population.
Element x y z (Å)
C  1.06  1.06  -1.76  0.00
O  -0.01  1.97  -1.88  0.00
H  0.83  0.10  -1.29  0.00
H  1.78  1.60  -1.13  0.00
H  1.76  0.93  -2.57  0.00
H  -0.45  1.85  -2.73  0.00
N  -1.39  -1.67  1.11  0.81
C  -0.80  -0.41  1.67  -0.02
O  0.45  -0.42  1.13  0.27
H  -1.20  -1.77  0.10  -0.02
H  -0.90  -2.49  1.50  -0.02
H  -0.84  -0.45  2.76  0.00
H  -1.38  0.44  1.30  0.00
H  1.08  -0.76  1.79  -0.01

# 2
DFT (ωB97M-V/def2-TZVPD) results for a 2-piece molecular cluster, C8H15NO3 overall at a distorted geometry.

Calculated values
DFT total energy in eV: -16169.823
E_HOMO in hartree: -0.3331
Net charge: 0
Kohn-Sham gap in eV: 9.605
Energy relative to the best compared isomer or geometry (same formula, charge and spin) in kJ/mol: 334.9
Lowest unoccupied orbital energy in eV: 0.5

Each line ends with the Mulliken charge.
Element x y z (Å)
C  1.47  -0.92  1.71  -0.92
N  2.67  -1.04  0.87  -0.49
C  3.19  0.32  0.69  -0.89
C  2.00  1.27  0.81  -0.21
C  0.78  0.90  0.02  -0.94
C  0.90  0.47  1.45  0.27
H  1.76  -1.00  2.74  0.32
H  0.77  -1.73  1.45  0.39
H  2.40  -1.40  -0.03  0.35
H  3.91  0.55  1.49  0.32
H  3.72  0.40  -0.26  0.36
H  2.17  2.32  1.05  0.42
H  0.89  0.15  -0.74  0.42
H  0.05  1.68  -0.21  0.44
H  0.24  0.92  2.21  0.35
C  -3.21  -0.23  -1.98  -1.45
C  -2.13  0.50  -1.18  0.40
O  -2.70  1.18  -0.09  -0.58
C  -1.08  -0.47  -0.67  0.41
O  -0.83  -0.63  0.50  -0.57
O  -0.46  -1.15  -1.66  -0.53
H  -3.98  0.50  -2.30  0.36
H  -2.79  -0.71  -2.86  0.35
H  -3.70  -0.98  -1.35  0.33
H  -1.62  1.23  -1.84  0.29
H  -2.25  0.83  0.68  0.39
H  0.18  -1.74  -1.22  0.43

# 3
DFT (ωB97M-V/def2-TZVPD) results for a 2-piece molecular cluster, C5H10O overall.

Calculated values
DFT total energy in eV: -7388.911
E_HOMO (alpha / beta) in hartree: -0.2639 / -0.2639
Net charge: 0
Kohn-Sham gap (alpha / beta) in eV: 7.378 / 7.379
Energy relative to the best compared isomer or geometry (same formula, charge and spin) in kJ/mol: 564.8
Lowest unoccupied orbital energy (alpha / beta) in eV: 0.2 / 0.2

Each line ends with the Mulliken charge.
Element x y z (Å)
C  -1.93  -0.11  0.22  -1.14
C  -0.64  0.67  0.11  -0.70
C  0.51  0.29  0.99  -0.06
C  1.00  -1.12  0.64  -0.46
C  1.48  0.07  -0.07  -0.06
O  0.83  0.22  -2.03  -0.73
H  -2.40  -0.07  1.22  0.32
H  -1.78  -1.18  0.00  0.24
H  -2.67  0.25  -0.51  0.35
H  -0.01  0.42  -1.35  0.38
H  -0.74  1.76  0.02  0.41
H  0.73  0.70  1.99  0.35
H  1.74  -1.59  1.29  0.25
H  0.31  -1.82  0.17  0.14
H  2.48  0.41  -0.34  0.36
H  1.09  1.10  -2.36  0.35

# 4
DFT (ωB97M-V/def2-TZVPD) results for one molecule with the formula C7H9NO at a distorted geometry.

Calculated values
DFT total energy in eV: -10938.068
E_HOMO in hartree: -0.3560
Net charge: 0
Kohn-Sham gap in eV: 10.453
Energy relative to the best compared isomer or geometry (same formula, charge and spin) in kJ/mol: 457.9
Lowest unoccupied orbital energy in eV: 0.8

Each line ends with the Mulliken charge.
Element x y z (Å)
C  -1.77  -1.08  -1.38  -0.69
O  -0.51  -1.81  -1.68  -0.36
C  0.47  -1.63  -0.69  -0.67
C  0.41  -0.29  0.04  0.42
C  0.04  -0.25  1.38  -0.27
C  0.01  0.94  2.07  -0.40
C  0.34  2.12  1.33  -0.61
C  0.77  1.91  0.10  -0.15
N  0.80  0.76  -0.61  -0.51
H  -2.20  -1.41  -2.17  0.41
H  -1.61  -0.10  -1.52  0.31
H  -2.00  -1.22  -0.22  0.19
H  0.46  -2.27  -0.02  0.52
H  1.44  -1.52  -1.17  0.30
H  -0.27  -1.20  1.66  0.40
H  -0.47  1.00  3.28  0.18
H  0.41  3.05  1.64  0.54
H  1.06  2.55  -0.79  0.37

# 5
DFT (ωB97M-V/def2-TZVPD) results for a 2-piece molecular cluster, C22H32BFN4O5PS overall at a distorted geometry.

Calculated values
DFT total energy in eV: -63044.150
E_HOMO in hartree: -0.3987
Net charge: +1
Kohn-Sham gap in eV: 6.975
Lowest unoccupied orbital energy in eV: -3.9

Each line ends with the Mulliken charge.
Element x y z (Å)
C  -0.93  -0.04  4.47  -0.90
C  -0.42  0.21  3.24  -0.39
C  -0.46  1.65  2.74  0.49
C  -1.73  1.96  1.92  -0.58
N  -2.47  0.70  1.62  0.00
C  -3.36  0.88  0.58  -0.07
N  -3.63  -0.16  -0.16  0.63
O  -4.50  0.00  -1.22  -0.41
B  -5.71  -0.68  -0.86  0.67
O  -6.41  -0.33  0.28  -0.48
O  -6.15  -1.73  -1.62  -0.56
P  -2.88  -1.75  0.16  0.36
O  -1.32  -1.52  0.11  -0.35
O  -3.19  -2.70  -1.08  -0.47
S  -3.54  -2.53  1.78  -0.27
N  -3.91  2.14  0.31  -0.19
C  -2.85  3.15  0.08  -0.85
N  -2.83  3.66  -1.28  -0.68
C  -1.48  2.64  0.56  0.46
C  -0.43  3.79  0.60  -1.47
C  0.70  3.59  -0.45  -0.64
C  2.05  3.12  0.13  -1.35
C  2.27  1.62  -0.01  0.49
C  2.49  0.84  1.09  -0.08
C  2.65  -0.54  1.04  -0.96
C  2.59  -1.18  -0.18  -0.33
C  2.40  -0.38  -1.34  -0.76
C  2.24  0.98  -1.25  -0.21
H  -1.67  -0.82  4.68  0.28
H  -0.62  0.60  5.30  0.30
H  0.05  -0.59  2.66  0.40
H  0.45  1.93  2.21  -0.76
H  -0.50  2.27  3.65  0.44
H  -2.41  2.62  2.49  0.25
H  -2.99  0.37  2.44  0.33
H  -6.26  -1.04  0.92  0.33
H  -7.02  -1.54  -2.00  0.32
H  -1.05  -1.34  -0.81  0.31
H  -3.97  -3.22  -0.82  0.40
H  -4.42  2.38  1.16  0.33
H  -3.09  3.99  0.77  0.59
H  -3.80  3.86  -1.52  0.32
H  -2.41  4.59  -1.26  0.34
H  -1.11  1.93  -0.20  0.42
H  -0.95  4.72  0.33  0.70
H  0.00  3.95  1.59  0.67
H  0.88  4.57  -0.92  0.41
H  0.38  2.93  -1.26  0.49
H  2.84  3.61  -0.45  0.39
H  2.20  3.42  1.18  0.39
H  2.51  1.35  2.05  0.45
H  2.78  -1.07  1.97  0.47
H  2.69  -2.26  -0.20  0.42
H  2.37  -0.90  -2.30  0.46
H  2.09  1.54  -2.18  0.42
F  4.55  -2.08  -1.98  -0.21
C  4.94  -3.35  -2.27  0.37
C  6.28  -3.66  -2.25  -0.51
C  6.67  -4.96  -2.55  -0.37
C  5.71  -5.92  -2.86  -0.53
C  4.37  -5.58  -2.88  -0.46
C  3.97  -4.29  -2.58  -0.18
H  7.01  -2.90  -2.01  0.41
H  7.72  -5.23  -2.53  0.36
H  6.02  -6.93  -3.09  0.37
H  3.62  -6.33  -3.13  0.35
H  2.93  -4.00  -2.58  0.39